DFT (wB97M-V/def2-TZVPD) results for a cluster of 7 separate species, H14O7 in total in a non-equilibrium geometry.

Atoms and positions in Å:
O -28.141 16.324 -3.010
H -29.050 16.471 -3.272
H -27.744 17.195 -3.022
O -27.250 13.655 -3.426
H -27.733 14.342 -2.969
H -27.872 13.309 -4.066
O -24.773 17.074 0.113
H -24.333 16.223 0.100
H -25.700 16.863 0.226
O -27.455 16.641 3.091
H -27.324 15.965 3.756
H -28.301 16.429 2.696
O -27.472 16.021 -0.380
H -28.079 15.351 -0.064
H -27.681 16.115 -1.309
O -29.174 13.986 0.582
H -29.226 13.997 1.538
H -30.010 13.616 0.301
O -25.680 16.321 -4.335
H -26.581 16.249 -4.020
H -25.348 17.123 -3.932

The value obtained for the HOMO-LUMO gap (spin up / spin down) is 0.0941 / 0.3773 Eh. The energy above the lowest of the compared OMol25 structures with the same formula, charge and spin is 72.3 kJ/mol. The net charge is -1. Its spin multiplicity is 2. As for the electronic energy: -535.04236 Eh.

For each atom in turn, the Löwdin charge in e is:
1. O -0.28
2. H -0.02
3. H 0.01
4. O -0.12
5. H -0.03
6. H 0.01
7. O -0.09
8. H 0.02
9. H -0.02
10. O -0.07
11. H 0.02
12. H 0.01
13. O -0.12
14. H -0.03
15. H -0.04
16. O -0.12
17. H 0.01
18. H 0.02
19. O -0.12
20. H -0.05
21. H 0.01


DFT (wB97M-V/def2-TZVPD) results for a structure of composition C18H19LiN5S.

Atoms and positions in Å:
Li -0.521 -0.742 0.305
C 2.739 4.413 0.998
C 2.847 3.431 -0.170
N 2.815 2.042 0.237
C 1.662 1.380 0.558
S 1.815 -0.162 1.264
N 0.539 2.033 0.295
N -0.572 1.301 0.259
C -1.701 1.889 0.483
C -1.802 3.334 0.890
C -2.901 1.076 0.333
C -4.186 1.626 0.440
C -5.291 0.811 0.292
C -5.106 -0.541 0.040
C -3.802 -1.005 -0.052
N -2.734 -0.236 0.089
H 2.896 5.438 0.656
H 3.479 4.178 1.765
H 1.748 4.339 1.447
H 3.779 3.600 -0.715
H 2.017 3.591 -0.856
H 3.634 1.661 0.678
H -0.803 3.690 1.126
H -2.441 3.446 1.769
H -2.208 3.955 0.086
H -4.307 2.683 0.632
H -6.290 1.223 0.370
H -5.944 -1.214 -0.083
H -3.605 -2.054 -0.245
C -0.757 -2.932 0.090
C 0.493 -3.317 -0.405
C 1.579 -3.684 0.450
C 2.804 -4.040 -0.041
C 3.058 -4.066 -1.428
C 2.007 -3.703 -2.293
C 0.780 -3.345 -1.807
C 4.321 -4.446 -1.930
N 5.358 -4.761 -2.338
H -1.006 -3.186 1.118
H -1.592 -2.937 -0.607
H 1.418 -3.659 1.522
H 3.606 -4.314 0.634
H 2.187 -3.721 -3.362
H -0.012 -3.071 -2.496

The value obtained for the HOMO-LUMO gap is 0.2014 Eh. The energy above the lowest of the compared OMol25 structures with the same formula, charge and spin is 15.9 kJ/mol. The net charge is -1. Its spin multiplicity is 1. As for the electronic energy: -1376.90166 Eh.

For each atom in turn, the Löwdin charge in e is:
1. Li 0.52
2. C -0.10
3. C -0.27
4. N -0.05
5. C -0.90
6. S 0.52
7. N -0.05
8. N -0.05
9. C -0.29
10. C -0.04
11. C -0.23
12. C -0.03
13. C -0.08
14. C -0.07
15. C -0.14
16. N 0.08
17. H 0.06
18. H 0.07
19. H 0.05
20. H 0.10
21. H 0.10
22. H 0.09
23. H 0.05
24. H 0.08
25. H 0.08
26. H 0.10
27. H 0.10
28. H 0.10
29. H 0.10
30. C -0.17
31. C -0.39
32. C -0.10
33. C -0.07
34. C -0.29
35. C -0.07
36. C -0.08
37. C -0.25
38. N 0.09
39. H 0.03
40. H 0.01
41. H 0.10
42. H 0.11
43. H 0.10
44. H 0.10


DFT (wB97M-V/def2-TZVPD) results for a structure of composition C54H51NOP3S3W.

Atoms and positions in Å:
W -0.368 0.077 0.542
C 3.139 2.496 0.368
C 3.417 0.995 0.431
P 2.251 -0.107 -0.457
C 3.151 -1.697 -0.372
C 4.099 -1.956 0.614
C 4.770 -3.170 0.642
C 4.498 -4.141 -0.308
C 3.559 -3.889 -1.297
C 2.894 -2.675 -1.330
C 2.477 0.308 -2.225
C 3.594 0.991 -2.700
C 3.757 1.221 -4.058
C 2.819 0.743 -4.962
C 1.713 0.043 -4.503
C 1.535 -0.160 -3.142
C 1.937 2.936 1.200
P 0.310 2.514 0.459
C -0.789 3.547 1.492
C -1.741 4.381 0.912
C -2.588 5.142 1.705
C -2.495 5.075 3.087
C -1.553 4.245 3.674
C -0.705 3.485 2.882
C 0.401 3.432 -1.113
C 0.761 4.780 -1.153
C 0.869 5.434 -2.369
C 0.625 4.749 -3.555
C 0.270 3.410 -3.523
C 0.157 2.758 -2.302
H 3.016 2.832 -0.664
H 4.023 3.008 0.753
H 3.395 0.677 1.477
H 4.419 0.776 0.058
H 4.324 -1.224 1.377
H 5.505 -3.354 1.415
H 5.021 -5.088 -0.284
H 3.340 -4.640 -2.045
H 2.180 -2.487 -2.121
H 4.356 1.344 -2.018
H 4.625 1.762 -4.410
H 2.952 0.911 -6.022
H 0.981 -0.342 -5.200
H 0.655 -0.694 -2.794
H 1.960 4.018 1.343
H 1.976 2.476 2.190
H -1.803 4.462 -0.165
H -3.317 5.794 1.241
H -3.153 5.670 3.706
H -1.479 4.179 4.752
H 0.009 2.825 3.359
H 0.943 5.324 -0.234
H 1.141 6.481 -2.395
H 0.714 5.263 -4.503
H 0.090 2.869 -4.443
H -0.123 1.714 -2.268
C -3.735 -0.715 -0.235
P -2.332 0.253 -0.858
C -3.109 1.855 -1.221
C -2.038 -0.479 -2.494
C -2.039 0.285 -3.659
C -1.824 -0.321 -4.889
C -1.600 -1.689 -4.963
C -1.593 -2.453 -3.802
C -1.812 -1.853 -2.572
H -3.406 -1.727 -0.004
H -4.528 -0.745 -0.984
H -4.113 -0.271 0.687
H -3.966 1.718 -1.881
H -2.396 2.539 -1.674
H -3.446 2.285 -0.279
H -2.214 1.353 -3.619
H -1.840 0.276 -5.792
H -1.438 -2.161 -5.923
H -1.424 -3.521 -3.852
H -1.795 -2.451 -1.669
O -0.271 -1.918 0.245
C -0.147 -3.044 1.086
C 1.013 -2.854 2.065
C 1.917 -3.742 2.549
C 2.838 -3.172 3.482
C 2.640 -1.847 3.680
S 1.298 -1.293 2.762
C 0.084 -4.253 0.192
C 0.259 -4.232 -1.156
C 0.402 -5.529 -1.725
C 0.316 -6.513 -0.793
S 0.056 -5.878 0.774
C -1.458 -3.222 1.850
C -1.822 -2.735 3.068
C -3.200 -2.942 3.364
C -3.853 -3.590 2.365
S -2.803 -3.971 1.067
H 1.956 -4.779 2.253
H 3.616 -3.735 3.976
H 3.173 -1.174 4.332
H 0.283 -3.311 -1.715
H 0.555 -5.717 -2.778
H 0.381 -7.579 -0.939
H -1.137 -2.250 3.745
H -3.672 -2.630 4.285
H -4.886 -3.896 2.336
N -1.365 0.468 1.910
C -2.167 0.809 2.987
C -3.385 1.450 2.777
C -4.185 1.804 3.850
C -3.776 1.531 5.149
C -2.552 0.908 5.361
C -1.751 0.548 4.292
H -3.682 1.704 1.768
H -5.127 2.304 3.669
H -4.403 1.804 5.987
H -2.217 0.703 6.370
H -0.790 0.073 4.452

The value obtained for the HOMO-LUMO gap (spin up / spin down) is 0.2559 / 0.2559 Eh. The energy above the lowest of the compared OMol25 structures with the same formula, charge and spin is 0.0 kJ/mol. The net charge is +1. Its spin multiplicity is 1. As for the electronic energy: -4503.94064 Eh.

Atom charges from the Löwdin analysis, given in e for atoms 1 to 99:
1. W 0.97
2. C -0.28
3. C -0.35
4. P 1.00
5. C -0.33
6. C -0.11
7. C -0.07
8. C -0.06
9. C -0.06
10. C -0.09
11. C -0.36
12. C -0.07
13. C -0.06
14. C -0.07
15. C -0.07
16. C -0.12
17. C -0.33
18. P 0.92
19. C -0.35
20. C -0.10
21. C -0.07
22. C -0.07
23. C -0.07
24. C -0.11
25. C -0.37
26. C -0.09
27. C -0.06
28. C -0.06
29. C -0.06
30. C -0.13
31. H 0.09
32. H 0.12
33. H 0.07
34. H 0.09
35. H 0.09
36. H 0.11
37. H 0.11
38. H 0.11
39. H 0.09
40. H 0.10
41. H 0.11
42. H 0.11
43. H 0.10
44. H 0.08
45. H 0.09
46. H 0.08
47. H 0.10
48. H 0.11
49. H 0.11
50. H 0.11
51. H 0.10
52. H 0.11
53. H 0.11
54. H 0.11
55. H 0.11
56. H 0.05
57. C -0.21
58. P 0.81
59. C -0.22
60. C -0.36
61. C -0.10
62. C -0.08
63. C -0.07
64. C -0.06
65. C -0.10
66. H -0.01
67. H 0.07
68. H 0.04
69. H 0.07
70. H 0.03
71. H 0.03
72. H 0.10
73. H 0.11
74. H 0.11
75. H 0.11
76. H 0.08
77. O -0.41
78. C -0.56
79. C -0.42
80. C -0.11
81. C -0.16
82. C -0.38
83. S 1.00
84. C -0.48
85. C -0.15
86. C -0.17
87. C -0.39
88. S 1.06
89. C -0.45
90. C -0.12
91. C -0.16
92. C -0.39
93. S 1.05
94. H 0.08
95. H 0.11
96. H 0.08
97. H 0.08
98. H 0.11
99. H 0.07


DFT (wB97M-V/def2-TZVPD) results for a structure of composition C28H47Cl3N2O3PRuSi in a non-equilibrium geometry.

Atoms and positions in Å:
C -1.541 -1.825 -3.117
C -1.151 -2.887 -2.149
H -1.145 -2.014 -4.117
H -1.196 -0.832 -2.793
H -2.637 -1.781 -3.203
C -0.723 -4.114 -2.490
C -0.472 -4.584 -3.887
H -0.587 -4.878 -1.720
H -0.662 -3.824 -4.652
H -1.112 -5.448 -4.107
H 0.562 -4.938 -3.997
Ru -0.227 0.163 0.357
Cl -2.500 0.384 0.361
Cl -0.093 1.157 -1.823
H 0.632 3.801 3.316
H -1.695 5.605 2.427
C 0.811 4.280 2.347
C -1.267 5.374 1.439
N -0.380 4.215 1.516
H 1.651 3.777 1.855
C -0.712 3.030 1.018
O 0.116 2.069 1.118
H -2.073 5.165 0.723
H -1.695 2.924 0.542
H 1.038 5.332 2.506
H -0.689 6.247 1.106
H 1.482 -1.459 -2.956
H 2.232 -3.718 -1.697
C 2.350 -0.971 -2.494
C 3.108 -3.091 -1.469
N 2.710 -1.702 -1.288
H 2.085 0.060 -2.253
C 2.630 -1.158 -0.073
O 2.068 -0.059 0.185
H 3.577 -3.467 -0.555
H 3.105 -1.772 0.712
H 3.204 -1.000 -3.180
H 3.819 -3.161 -2.302
O -0.170 -1.676 -0.429
C -1.279 -2.476 -0.681
C -0.132 -4.290 0.664
C -1.307 -3.613 0.333
H 0.808 -3.944 0.227
C -0.167 -5.396 1.519
H -2.202 -1.888 -0.584
C -2.509 -3.990 0.941
H 0.761 -5.919 1.760
C -1.381 -5.783 2.102
C -2.551 -5.080 1.814
H -3.409 -3.415 0.732
H -1.410 -6.643 2.774
H -3.486 -5.356 2.311
Si -0.458 4.034 -4.224
Cl -0.598 2.043 -4.878
C 1.373 4.453 -4.122
C -1.572 4.230 -2.721
C -1.070 5.142 -5.628
H 1.962 3.633 -3.700
H 1.530 5.359 -3.522
H 1.720 4.650 -5.147
H -0.380 5.075 -6.477
H -1.115 6.192 -5.308
H -2.064 4.844 -5.975
H -1.363 3.467 -1.964
H -2.620 4.123 -3.042
H -1.431 5.232 -2.290
C 1.220 -1.909 2.818
P 0.012 -0.604 2.379
C -1.476 -1.400 3.052
C 0.513 0.647 3.658
C -0.381 0.990 4.684
C 0.076 1.734 5.781
C 1.385 2.220 5.796
C 2.247 1.913 4.747
C 1.810 1.152 3.665
H 1.066 -2.736 2.121
H 1.100 -2.281 3.845
H 2.241 -1.533 2.706
H -1.392 -1.590 4.125
H -2.344 -0.773 2.855
H -1.644 -2.355 2.546
H -1.432 0.674 4.662
H -0.590 1.929 6.624
H 1.732 2.818 6.637
H 3.279 2.233 4.787
H 2.473 0.964 2.823

The value obtained for the HOMO-LUMO gap (spin up / spin down) is 0.2203 / 0.2652 Eh. The energy above the lowest of the compared OMol25 structures with the same formula, charge and spin is 3.2 kJ/mol. The net charge is 0. Its spin multiplicity is 6. As for the electronic energy: -3536.68465 Eh.

For each atom in turn, the Löwdin charge in e is:
1. C -0.06
2. C -0.23
3. H 0.07
4. H 0.00
5. H 0.10
6. C -0.12
7. C -0.10
8. H 0.10
9. H 0.06
10. H 0.07
11. H 0.07
12. Ru 0.94
13. Cl 0.04
14. Cl 0.02
15. H 0.09
16. H 0.10
17. C -0.02
18. C -0.03
19. N -0.16
20. H 0.10
21. C -0.29
22. O -0.27
23. H 0.09
24. H 0.09
25. H 0.09
26. H 0.09
27. H 0.09
28. H 0.08
29. C -0.05
30. C -0.04
31. N -0.17
32. H 0.01
33. C -0.31
34. O -0.18
35. H 0.09
36. H 0.13
37. H 0.09
38. H 0.09
39. O -0.37
40. C -0.41
41. C -0.08
42. C -0.20
43. H 0.10
44. C -0.07
45. H 0.06
46. C -0.05
47. H 0.10
48. C -0.09
49. C -0.09
50. H 0.12
51. H 0.10
52. H 0.10
53. Si 0.12
54. Cl 0.25
55. C -0.22
56. C -0.23
57. C -0.23
58. H 0.02
59. H 0.03
60. H 0.03
61. H 0.03
62. H 0.03
63. H 0.02
64. H -0.05
65. H 0.04
66. H 0.03
67. C -0.22
68. P 0.78
69. C -0.26
70. C -0.35
71. C -0.09
72. C -0.09
73. C -0.10
74. C -0.09
75. C -0.11
76. H 0.02
77. H 0.06
78. H 0.03
79. H 0.05
80. H 0.01
81. H 0.03
82. H 0.10
83. H 0.10
84. H 0.10
85. H 0.10
86. H 0.11